# 1
# C6H13N2O3S

The ion C6H13N2O3S with charge -1 in a non-equilibrium geometry (the ωB97M-V functional and the def2-TZVPD basis, the OMol25 dataset).

SMILES string = NN(C1CCCCC1)S(=O)(=O)[O-]
calculated total energy = -969.86627 Ha
HOMO = -4.89 eV
ΔE to the lowest compared entry with this formula, charge and spin = 0.0 kJ/mol
charge = -1
gap between HOMO and LUMO = 8.407 eV

Geometry (Å):
N1 -1.569 0.801 -0.005
H1 3.449 -0.880 0.175
H2 0.372 1.925 1.259
O1 -2.706 -1.050 1.258
H3 2.714 1.653 0.703
H4 1.575 -1.857 1.115
C1 0.023 -1.015 -0.369
C2 0.691 1.249 0.507
S1 -2.983 -0.233 0.055
H5 -0.649 -1.849 -0.143
H6 0.632 1.676 -0.492
C3 1.423 -1.576 -0.009
H7 -2.007 0.536 -1.935
H8 -0.112 -0.772 -1.369
O2 -2.963 -1.039 -1.189
H9 -2.029 2.236 -1.243
N2 -1.537 1.298 -1.286
H10 -0.727 -0.064 1.538
H11 2.084 0.298 1.873
C4 2.120 0.687 0.807
C5 2.483 -0.454 -0.081
H12 2.573 -0.028 -1.056
H13 1.606 -2.420 -0.755
C6 -0.368 0.170 0.535
O3 -4.096 0.706 0.110

# 2
# C26H30BaN4O7S9

A structure of composition C26H30BaN4O7S9 in a non-equilibrium geometry (the ωB97M-V functional and the def2-TZVPD basis, the OMol25 dataset).

calculated total energy = -5363.89111 Ha
HOMO = -1.32 eV
ΔE to the lowest compared entry with this formula, charge and spin = 342.0 kJ/mol
charge = -2
gap between HOMO and LUMO = 4.831 eV

Geometry (Å):
H1 5.937 -1.400 -2.145
H2 -3.437 3.880 0.224
N1 -0.774 0.404 -3.188
H3 6.102 -3.071 -2.718
H4 -3.054 4.735 1.743
H5 3.406 -2.438 1.945
O1 -0.606 -2.575 0.046
O2 -0.516 -4.591 -1.303
H6 -1.392 -2.245 4.376
H7 4.686 1.513 0.159
O3 -0.953 -2.418 -2.333
N2 1.714 -1.366 1.196
S1 -0.293 -3.170 -1.270
C1 -1.251 2.621 2.935
H8 6.167 -2.705 -0.984
C2 -1.959 -1.327 4.540
C3 2.312 -3.943 -1.106
H9 -4.883 -0.494 4.549
H10 -5.609 -0.489 2.094
H11 -1.550 0.778 4.865
C4 1.453 -2.936 -1.529
O4 5.572 0.857 0.493
C5 2.670 0.359 0.431
H12 0.943 -2.012 1.268
C6 0.144 1.368 -3.289
S2 -1.537 2.966 1.172
H13 -3.752 0.821 4.153
C7 3.323 -1.650 -2.280
S3 -5.734 0.483 -1.851
O5 4.043 2.122 -0.278
H14 -1.503 0.021 -6.443
C8 2.833 1.688 -0.253
H15 -2.097 -0.823 -4.174
C9 5.154 -0.267 0.993
O6 1.862 2.209 -0.795
S4 -4.378 1.297 1.273
C10 -1.351 -0.047 -4.300
H16 1.268 2.700 -4.538
C11 0.365 1.873 -6.951
H17 -1.262 3.563 3.489
C12 0.088 1.910 3.115
C13 1.951 -1.800 -2.140
C14 -1.027 0.422 -5.559
S5 -2.843 2.135 -1.881
H18 0.584 1.713 -2.355
H19 -5.224 3.475 1.825
H20 1.884 -4.831 -0.659
S6 -4.967 -1.131 -0.861
C15 3.016 -1.563 1.455
H21 3.716 -0.747 -2.732
C16 0.529 1.913 -4.497
S7 -4.274 1.326 -3.069
H22 4.354 -4.557 -0.905
C17 -5.215 0.392 2.605
H23 -4.089 2.906 3.069
H24 0.582 2.230 4.033
N3 0.721 2.218 -7.989
C18 3.683 -0.460 0.976
C19 5.690 -2.438 -1.927
N4 1.482 -0.211 0.559
C20 -3.175 3.754 1.277
C21 -0.056 1.417 -5.666
O7 5.886 -1.151 1.428
C22 -1.005 -0.145 4.665
H25 -0.320 -0.328 5.496
H26 1.279 -1.027 -2.491
C23 3.678 -3.786 -1.254
C24 -4.303 -0.031 3.746
C25 4.201 -2.625 -1.823
Ba1 -1.578 -0.739 -0.906
S8 -3.109 -1.269 3.133
H27 0.751 2.120 2.272
S9 -0.014 0.096 3.147
H28 -6.047 0.996 2.974
C26 -4.269 2.970 1.992
H29 -2.546 -1.438 5.455
H30 -2.077 1.996 3.276

# 3
# C14H13N2OS2

A cluster of 2 separate species, C14H13N2OS2 in total in a non-equilibrium geometry (the ωB97M-V functional and the def2-TZVPD basis, the OMol25 dataset).

calculated total energy = -1522.41787 Ha
HOMO = -3.51 eV
ΔE to the lowest compared entry with this formula, charge and spin = 25.3 kJ/mol
charge = -1
gap between HOMO and LUMO = 5.597 eV

Geometry (Å):
H1 -4.044 -1.342 -4.880
S1 0.013 -2.760 -2.334
N1 -0.932 2.831 2.438
C1 0.425 2.712 -0.698
C2 1.288 0.335 3.013
H2 -2.566 -3.339 -2.190
C3 -3.204 -2.616 -2.715
H3 -3.956 -0.130 -3.587
C4 1.844 1.349 0.789
S2 0.363 -0.260 -0.985
C5 0.703 2.098 0.561
H4 -3.829 -2.079 -1.987
C6 3.520 1.209 2.644
C7 3.854 0.903 3.960
C8 -3.356 -0.731 -4.282
C9 -0.514 -1.214 -2.020
H5 4.222 1.729 1.991
C10 2.221 0.942 2.144
H6 0.273 0.131 2.655
N2 0.211 3.251 -1.717
H7 3.202 0.031 5.830
H8 -3.874 -3.172 -3.386
O1 -1.631 -0.727 -2.624
C11 -0.176 2.496 1.608
H9 -1.711 -2.137 -4.194
H10 2.573 1.187 -0.010
H11 4.852 1.150 4.332
H12 0.904 -0.467 4.981
C12 1.637 0.002 4.324
C13 2.922 0.292 4.806
H13 -2.838 -0.057 -4.974
C14 -2.396 -1.616 -3.496

# 4
# C55H82N2O12S2

A cluster of 9 separate species, C55H82N2O12S2 in total in a non-equilibrium geometry (the ωB97M-V functional and the def2-TZVPD basis, the OMol25 dataset).

SMILES string = N#COC1=C(CCCSC(=S)N(c2ccccc2)c2ccccc2)C(=O)C=C(O)C1=O.C1CCOC1.C1CCOC1.C1CCOC1.C1CCOC1.C1CCOC1.C1CCOC1.C1CCOC1.C1CCOC1
calculated total energy = -3953.46429 Ha
HOMO = -8.00 eV
charge = 0
gap between HOMO and LUMO = 5.962 eV

Geometry (Å):
H1 -0.710 0.833 -8.785
C1 9.151 0.014 7.100
C2 -1.595 5.169 2.660
C3 10.602 -0.450 7.074
H2 3.951 -6.002 5.531
H3 1.835 -2.818 2.409
H4 -0.710 -1.462 -4.401
C4 1.722 -0.886 4.353
H5 -3.887 -2.237 -13.660
H6 -0.826 4.867 0.616
C5 2.328 -1.067 -3.767
O1 -6.716 -3.050 -14.934
H7 -1.696 1.440 -7.442
C6 9.170 -2.308 7.375
H8 -9.760 -3.189 -13.676
H9 -1.341 -1.861 -9.343
C7 -4.115 -4.893 -12.682
H10 4.868 -0.383 -0.426
H11 5.995 -0.712 1.467
H12 -3.094 3.063 7.984
H13 3.428 0.058 0.465
C8 2.910 -3.037 4.254
O2 -2.742 0.576 -8.992
H14 1.868 -0.675 2.217
H15 -7.414 -0.591 8.198
H16 11.298 -2.537 6.915
C9 -3.122 3.909 7.302
H17 -2.196 -2.234 -13.120
H18 -8.355 -2.998 -12.621
H19 -8.987 -1.363 -15.117
O3 0.702 -2.581 -0.106
H20 6.146 3.175 3.381
C10 1.024 -1.354 -3.690
H21 -5.693 2.417 9.973
C11 -7.859 -3.821 -14.555
H22 -2.555 4.754 2.345
C12 -1.402 6.926 1.089
C13 2.332 -4.860 2.794
C14 -7.299 1.524 8.811
H23 2.764 -0.653 -4.664
C15 -3.289 3.424 5.873
H24 3.031 -2.540 0.637
C16 1.285 -0.462 3.101
H25 -0.838 0.348 6.208
C17 -0.998 3.665 6.292
C18 4.938 2.949 5.154
H26 -1.565 1.139 3.996
O4 -0.743 -2.297 -2.488
C19 2.324 -3.503 3.083
C20 2.926 -5.768 3.659
C21 -6.728 0.115 8.662
C22 -3.143 -2.773 -13.063
H27 -4.983 -4.062 -10.846
H28 -0.529 2.837 6.832
H29 9.384 -2.657 8.391
H30 1.875 -5.215 1.879
C23 -6.921 -1.680 -14.574
C24 -3.020 -4.223 -13.506
H31 -7.524 -4.732 -14.057
H32 -5.085 -4.728 -13.157
H33 -2.731 6.553 3.925
H34 -1.265 4.683 8.208
H35 -3.924 4.575 7.616
H36 -6.624 -1.041 -15.406
C25 4.164 -0.971 4.421
H37 11.221 0.141 6.401
H38 10.304 -1.971 5.568
H39 -5.728 0.359 6.747
C26 0.113 0.268 2.981
H40 -0.449 -0.995 -7.227
C27 3.497 -5.305 4.839
H41 -4.687 -0.340 8.001
H42 -2.270 6.800 0.431
C28 -5.489 0.375 7.816
H43 -1.844 5.587 6.804
C29 6.246 3.298 4.462
H44 4.675 5.555 3.737
C30 6.395 4.777 4.814
H45 8.969 0.808 7.825
C31 -8.395 -1.544 -14.217
H46 3.907 -3.586 6.059
H47 4.745 6.087 5.428
H48 -6.442 -0.279 9.640
H49 -2.083 -0.771 -6.590
H50 6.786 4.883 5.829
C32 -0.231 0.124 5.340
H51 -4.113 -0.894 -8.534
C33 3.532 -2.028 -0.179
H52 -3.906 2.528 5.802
H53 -0.703 7.612 0.610
C34 1.282 -2.089 -1.280
C35 -1.753 4.588 7.240
H54 4.402 2.148 4.648
C36 -6.032 2.359 8.933
C37 -0.449 -2.070 0.241
C38 -4.028 -4.124 -11.370
O5 0.171 -1.171 -4.694
N1 -1.472 -1.642 0.542
H55 2.949 -6.824 3.429
H56 7.048 5.328 4.139
C39 -8.703 -2.929 -13.654
H57 4.334 -2.689 -0.517
C40 -1.585 0.626 -8.159
H58 -2.041 -4.621 -13.226
C41 -3.193 -0.779 -9.119
O6 4.143 4.138 5.135
H59 0.271 5.711 1.715
C42 4.949 5.253 4.754
H60 -3.974 -5.965 -12.554
H61 -8.407 -4.103 -15.460
N2 2.929 -1.641 4.626
H62 -1.105 4.436 3.298
O7 -3.594 -2.803 -11.705
H63 -0.184 0.601 1.996
H64 -7.850 1.801 7.910
H65 -6.151 3.374 8.552
H66 -8.584 -0.734 -13.516
H67 5.106 2.654 6.195
H68 -7.963 1.641 9.666
H69 7.076 2.677 4.799
O8 8.372 -1.128 7.454
S1 5.355 -1.127 5.503
H70 -3.291 -4.573 -10.694
H71 -2.441 -2.602 -8.176
C43 3.480 -3.950 5.135
H72 11.035 -0.394 8.075
H73 -0.226 4.180 5.717
C44 -0.655 0.568 4.097
H74 8.828 0.365 6.113
O9 -1.973 3.130 5.391
C45 0.953 -0.586 5.468
C46 4.953 -0.969 1.645
C47 -2.077 -1.652 -8.564
C48 4.171 -0.730 0.334
H75 -3.416 -0.991 -10.161
C49 3.191 -1.356 -2.624
C50 -1.471 -0.741 -7.497
H76 1.276 -0.920 6.445
O10 4.397 -1.232 -2.692
O11 -1.841 7.496 2.323
C51 0.416 -1.944 -2.460
S2 4.458 0.117 3.020
O12 -5.032 1.686 8.163
C52 -0.777 5.581 1.438
H77 -0.970 6.737 4.029
H78 -6.284 -1.448 -13.713
C53 2.591 -1.840 -1.322
H79 -3.144 -4.346 -14.581
H80 -3.727 4.202 5.235
H81 4.915 -2.021 1.920
C54 10.449 -1.909 6.649
H82 8.608 -3.084 6.855
C55 -1.803 6.507 3.354